No. 1
DFT (the ωB97M-V functional and the def2-TZVPD basis) results for a cluster of 2 separate species, C4H11NO2 in total.

Geometry as XYZ:
```
18
Properties=species:S:1:pos:R:3:forces:R:3:lowdin_charge:R:1
C -0.45290 1.90039 1.04123 -1.687 -1.580 0.661 -0.028
C 0.86540 1.90542 0.33788 0.045 0.102 -0.129 -0.610
N 0.87196 2.19473 -0.99695 -0.039 0.030 0.340 0.149
O 1.88568 1.58844 0.91995 -0.013 0.174 -0.096 0.036
H -0.28515 1.55018 2.05941 0.133 0.462 0.033 0.085
H -1.11334 1.09259 0.67717 0.681 -0.186 -0.349 0.073
H -1.21735 2.67506 1.02947 0.875 0.985 -0.174 0.078
H 1.77449 2.33112 -1.41699 -0.079 -0.067 -0.209 0.105
H 0.02766 2.42526 -1.48551 0.064 0.155 -0.059 0.097
C -0.80587 -2.58473 -0.82770 0.850 -0.218 0.526 -0.082
C 0.06286 -1.51417 -0.21260 0.681 0.542 0.768 -0.310
O -0.21591 -1.21250 1.16795 -0.336 -0.413 -0.346 -0.091
H -1.81328 -2.25370 -0.87573 -0.962 0.325 -0.334 0.060
H -0.82008 -3.52548 -0.27321 0.288 0.108 0.105 0.078
H -0.38267 -2.77419 -1.80648 -0.284 -0.134 -0.410 0.073
H 1.12945 -1.74788 -0.29110 -0.098 -0.217 -0.140 0.117
H -0.04936 -0.56351 -0.73655 -0.170 -0.069 -0.290 0.089
H 0.53840 -1.48703 1.68977 0.050 0.001 0.105 0.082
```
Forces are in eV/Å.

Output
Lowest unoccupied orbital energy (eV): 0.8
Gap between HOMO and LUMO (eV): 10.7
Relative energy (zero: lowest compared OMol25 entry of this formula, charge and spin) (kJ/mol): 81.6
Energy (eV): -9911.3960
SMILES string: CC(N)=O.CCO

---

No. 2
DFT (the ωB97M-V functional and the def2-TZVPD basis) results for a cluster of 2 separate species, C4H11NO2 in total.

Geometry as XYZ:
```
18
Properties=species:S:1:pos:R:3:forces:R:3:lowdin_charge:R:1
C -1.70311 0.26662 0.61296 0.421 0.001 -0.323 -0.082
C -0.88974 0.92997 -0.51942 0.257 -0.389 1.517 -0.227
N 0.37843 0.22850 -0.77571 -0.797 1.134 -0.446 0.034
C 1.33708 -0.05318 0.17237 -0.724 -0.685 -0.551 -0.549
C 1.83611 1.12181 0.93925 0.641 -0.277 0.592 0.002
O 1.79640 -1.17264 0.28667 0.452 0.063 -0.069 0.055
H -2.70809 0.68452 0.61520 -0.100 -0.091 0.138 0.070
H -1.23053 0.46142 1.57593 -0.043 0.058 0.075 0.069
H -1.72622 -0.81343 0.47824 -0.204 -0.020 -0.098 0.061
H -1.49413 0.88277 -1.42131 0.273 0.425 -0.177 0.113
H -0.68575 1.93769 -0.16261 -0.128 0.351 -0.647 0.095
H 0.21894 -0.40305 -1.52772 0.490 -1.021 0.179 0.097
H 2.77765 1.40723 0.46476 -0.152 0.241 -0.130 0.097
H 1.14983 1.94545 0.97411 -0.217 0.451 -0.132 0.064
H 2.11253 0.83522 1.94914 -0.129 -0.141 0.130 0.087
O -0.74646 -2.72453 -1.10866 -0.524 0.027 -0.167 -0.057
H -0.39352 -2.41842 -1.95212 0.203 -0.369 0.285 0.033
H -0.02943 -3.11595 -0.60108 0.282 0.240 -0.177 0.039
```
Forces are in eV/Å.

Output
Lowest unoccupied orbital energy (eV): 0.8
Gap between HOMO and LUMO (eV): 10.2
Relative energy (zero: lowest compared OMol25 entry of this formula, charge and spin) (kJ/mol): 65.5
Energy (eV): -9911.5628
SMILES string: CCNC(C)=O.O

---

No. 3
DFT (the ωB97M-V functional and the def2-TZVPD basis) results for a structure of composition C4H11NO2.

Geometry as XYZ:
```
18
Properties=species:S:1:pos:R:3:forces:R:3:lowdin_charge:R:1
C -0.90996 -1.50924 0.55426 -1.410 2.035 -0.719 -0.097
C -1.78402 0.09310 -0.39891 -1.047 -1.903 0.993 -0.093
C 0.44707 -1.80314 0.15895 1.390 1.162 -0.944 -0.166
H -1.06291 -1.14815 1.56376 0.000 -0.140 0.025 0.082
H -1.69272 -2.16831 0.19724 -0.048 0.057 0.127 0.080
H 1.12288 -1.98355 0.99378 -0.085 -0.226 0.000 0.081
H -2.07645 -0.33370 -1.35673 0.019 0.277 -0.091 0.048
H -1.74487 1.18781 -0.42495 0.632 -0.059 -0.114 0.058
H -2.62210 -0.03908 0.28353 -0.109 -0.235 0.004 0.043
H 0.53472 -2.53849 -0.63884 -0.013 -0.201 0.217 0.079
H 0.84528 -0.81140 -0.31678 -0.170 -1.598 0.687 0.047
C 1.32135 1.47457 -0.12131 -0.285 0.286 -0.006 -0.633
O 1.12126 1.38403 1.22514 0.031 0.100 -0.215 0.079
O 2.17115 2.51466 -0.39347 0.221 -0.359 0.237 0.059
N 0.80098 0.74824 -0.99275 -2.410 0.102 0.068 0.054
H 1.65288 2.05753 1.66991 -0.052 0.004 -0.085 0.110
H 2.26604 2.54779 -1.35450 -0.099 -0.081 0.057 0.110
H -0.39058 0.32733 -0.64833 3.436 0.780 -0.242 0.058
```
Forces are in eV/Å.

Output
Lowest unoccupied orbital energy (eV): 0.7
Gap between HOMO and LUMO (eV): 9.6
Relative energy (zero: lowest compared OMol25 entry of this formula, charge and spin) (kJ/mol): 470.6
Energy (eV): -9907.3641

---

No. 4
DFT (the ωB97M-V functional and the def2-TZVPD basis) results for a cluster of 2 separate species, C4H11NO2 in total.

Geometry as XYZ:
```
18
Properties=species:S:1:pos:R:3:forces:R:3:lowdin_charge:R:1
C 0.00000 0.00000 0.00000 0.779 0.512 0.394 -0.117
C -0.67967 0.14168 -1.35040 -1.433 -0.612 0.464 -0.175
C -0.78313 -1.19909 -2.08403 1.571 -1.740 0.257 -0.495
O -0.62777 -2.29230 -1.50937 -0.558 1.617 -0.268 0.015
N -0.93865 -1.14051 -3.41700 0.024 1.428 -0.365 -0.011
C -1.08807 -2.24136 -4.32761 -0.543 -0.587 -0.321 -0.075
H -0.68837 -0.25568 0.82304 0.307 0.018 -0.488 0.081
H 0.42157 1.00100 0.19207 -0.011 -0.449 0.444 0.069
H 0.82423 -0.73291 -0.00979 -0.397 0.301 -0.036 0.080
H -1.74283 0.33649 -1.11130 0.286 0.403 -0.343 0.122
H -0.29149 1.02119 -1.89924 -0.188 -0.831 -0.181 0.108
H -0.98639 -0.21111 -3.84179 -0.227 -0.542 0.331 0.079
H -2.02117 -2.05768 -4.88637 0.361 -0.344 -0.023 0.087
H -1.17707 -3.20691 -3.80189 0.107 0.613 -0.052 0.089
H -0.25456 -2.30797 -5.04695 -0.227 0.058 0.307 0.084
O -0.80697 1.31448 -5.01568 0.930 0.885 0.241 -0.076
H 0.15545 1.15412 -4.88808 -0.875 0.285 -0.244 0.067
H -0.91423 2.28564 -4.89906 0.094 -1.013 -0.117 0.070
```
Forces are in eV/Å.

Output
Lowest unoccupied orbital energy (eV): 0.3
Gap between HOMO and LUMO (eV): 9.5
Relative energy (zero: lowest compared OMol25 entry of this formula, charge and spin) (kJ/mol): 53.2
Energy (eV): -9911.6900
SMILES string: CCC(=O)NC.O

---

No. 5
DFT (the ωB97M-V functional and the def2-TZVPD basis) results for a cluster of 3 separate species, C4H11NO2 in total.

Geometry as XYZ:
```
18
Properties=species:S:1:pos:R:3:forces:R:3:lowdin_charge:R:1
C 0.82603 4.05649 1.45085 0.624 0.290 -0.145 -0.008
C 0.59637 3.73602 0.19331 -0.792 -1.360 -1.575 -0.209
C -0.72910 3.29144 -0.40141 0.893 0.160 2.697 -0.137
C -1.17932 2.04071 -0.29103 -0.450 -0.460 -1.651 -0.215
N -2.42576 1.60796 -0.78102 -1.017 1.006 0.110 0.008
H 1.77141 4.47380 1.82059 -0.369 -0.431 -0.204 0.058
H 0.01564 3.91085 2.13733 -0.249 0.252 0.457 0.053
H 1.26482 3.64090 -0.65808 1.054 0.857 0.600 0.090
H -1.30593 4.18289 -0.57116 -0.797 -0.176 -0.886 0.096
H -0.59290 1.19191 0.05522 0.307 0.454 0.113 0.116
H -2.46817 0.87206 -1.46587 0.553 -0.387 0.196 0.070
H -2.97911 2.37640 -1.16291 0.245 -0.206 0.291 0.079
O 1.77402 -6.53011 -0.80588 -0.298 -0.009 0.328 -0.044
H 2.64838 -6.74426 -0.46985 0.095 -0.152 -0.561 0.056
H 1.68954 -6.70650 -1.74757 0.428 -0.073 0.185 0.057
O 0.54178 -4.82317 0.99431 0.066 0.333 0.356 -0.080
H 0.95715 -5.60892 0.60945 -0.569 0.185 -0.191 -0.018
H -0.40484 -4.96849 1.09374 0.276 -0.283 -0.119 0.029
```
Forces are in eV/Å.

Output
Lowest unoccupied orbital energy (eV): 0.7
Gap between HOMO and LUMO (eV): 9.0
Relative energy (zero: lowest compared OMol25 entry of this formula, charge and spin) (kJ/mol): 263.6
Energy (eV): -9909.5096
SMILES string: C=C/C=C/N.O.O

---

No. 6
DFT (the ωB97M-V functional and the def2-TZVPD basis) results for a cluster of 2 separate species, C4H11NO2 in total.

Geometry as XYZ:
```
18
Properties=species:S:1:pos:R:3:forces:R:3:lowdin_charge:R:1
C 1.23907 -2.47459 0.40420 -0.998 0.744 0.870 -0.083
C 0.27109 -1.89414 -0.79063 2.461 0.629 0.616 -0.178
N -0.22708 -0.50475 -0.46418 1.209 -2.494 0.304 -0.179
C 0.55716 0.51167 -1.13804 -1.471 1.533 -0.347 -0.048
C -0.93542 -0.38883 0.70595 0.258 0.811 -1.292 -0.325
O -1.16545 0.69160 1.24638 0.056 -1.682 -0.199 0.013
H 2.17181 -2.87559 -0.00639 -0.001 0.561 0.045 0.045
H 0.83208 -3.36486 0.95569 -0.165 0.924 -0.567 0.062
H 1.42614 -1.65257 1.23898 -0.181 -1.622 -1.988 0.109
H -0.53520 -2.56858 -1.04576 -0.158 -0.093 0.077 0.093
H 0.97584 -1.78355 -1.69954 -1.535 -0.278 1.331 0.118
H -0.08605 0.78517 -1.99254 0.624 0.184 -0.165 0.103
H 1.51093 0.12312 -1.54865 -0.463 0.500 0.786 0.095
H 0.59936 1.46525 -0.54295 0.778 -1.451 -0.461 0.070
H -1.29287 -1.45082 0.92390 -0.058 1.356 0.732 0.153
O -0.18808 3.58507 0.14095 -0.142 -0.740 -0.613 -0.068
H -0.36165 2.65619 -0.11363 -0.447 0.949 0.347 -0.011
H 0.38589 3.46148 0.89263 0.232 0.167 0.523 0.029
```
Forces are in eV/Å.

Output
Lowest unoccupied orbital energy (eV): 0.7
Gap between HOMO and LUMO (eV): 10.3
Relative energy (zero: lowest compared OMol25 entry of this formula, charge and spin) (kJ/mol): 186.1
Energy (eV): -9910.3128
SMILES string: CCN(C)C=O.O

---

No. 7
DFT (the ωB97M-V functional and the def2-TZVPD basis) results for a cluster of 2 separate species, C4H11NO2 in total.

Geometry as XYZ:
```
18
Properties=species:S:1:pos:R:3:forces:R:3:lowdin_charge:R:1
C -0.26110 -1.48390 -2.04142 1.030 2.734 -2.905 -0.099
N -0.39722 -0.55767 -0.90471 1.418 0.800 0.421 -0.015
C -1.54772 -0.76283 -0.22963 1.258 -0.820 0.381 -0.559
C -1.63663 0.08727 1.04933 -1.900 0.093 -1.698 0.003
O -2.32999 -1.64077 -0.61381 0.015 1.438 1.175 0.008
H -0.13082 -2.50801 -1.70859 -0.405 -0.077 -0.286 0.074
H -1.14948 -1.22797 -2.72840 0.974 -1.331 1.273 0.106
H 0.58994 -1.18068 -2.79917 -1.048 -0.519 2.037 0.104
H 0.32786 0.11356 -0.45473 -1.523 -1.689 -1.755 0.127
H -0.98117 0.95338 1.16674 -0.225 -0.030 -0.663 0.064
H -1.51802 -0.49197 1.91435 0.091 -1.207 1.129 0.057
H -2.70827 0.32077 0.95877 0.288 0.708 0.770 0.090
C 2.01254 1.15826 1.34101 -0.268 -0.308 0.595 -0.157
O 1.39778 1.74371 0.17018 1.434 0.783 -0.083 -0.184
H 1.53384 0.14086 1.52308 0.998 0.998 -0.699 0.087
H 3.15412 1.12825 1.25985 -1.703 -0.182 0.215 0.101
H 1.66773 1.71088 2.24494 0.681 0.003 -0.503 0.077
H 1.97663 2.49686 -0.14779 -1.114 -1.394 0.597 0.115
```
Forces are in eV/Å.

Output
Lowest unoccupied orbital energy (eV): 0.4
Gap between HOMO and LUMO (eV): 9.7
Relative energy (zero: lowest compared OMol25 entry of this formula, charge and spin) (kJ/mol): 174.9
Energy (eV): -9910.4292
SMILES string: CNC(C)=O.CO

---

No. 8
DFT (the ωB97M-V functional and the def2-TZVPD basis) results for an isolated molecule of C4H11NO2.

Geometry as XYZ:
```
18
Properties=species:S:1:pos:R:3:forces:R:3:lowdin_charge:R:1
O 1.41372 1.38664 0.25943 -0.132 0.245 0.171 -0.069
C 1.83272 0.30885 -0.52560 0.027 -0.349 -0.089 -0.278
C 1.46432 -1.04420 0.11041 0.174 0.257 -0.130 -0.213
N 0.08892 -1.01566 0.56557 -0.058 -0.286 0.171 -0.086
C -0.94436 -1.03632 -0.44970 -0.436 0.242 0.257 -0.211
C -2.09639 -0.12868 -0.01156 -0.068 -0.548 -0.237 -0.254
O -1.61692 1.19888 -0.00350 0.108 0.352 -0.013 -0.070
H 0.45716 1.28032 0.39089 0.091 0.060 0.088 0.052
H 1.40142 0.37891 -1.53642 0.102 -0.042 0.044 0.106
H 2.91926 0.38313 -0.61812 -0.076 -0.071 -0.092 0.115
H 1.67527 -1.85285 -0.61079 0.032 0.064 0.072 0.114
H 2.08879 -1.19504 0.99316 0.020 -0.024 -0.058 0.117
H -0.07979 -1.72067 1.27132 0.037 0.111 -0.069 0.115
H -0.53994 -0.63516 -1.37994 -0.033 -0.056 -0.045 0.115
H -1.33795 -2.04447 -0.65186 0.065 0.117 -0.054 0.119
H -2.93821 -0.23167 -0.71134 0.067 -0.011 0.091 0.114
H -2.43170 -0.42432 0.99120 0.012 -0.028 -0.088 0.117
H -2.27843 1.77989 0.38414 0.068 -0.033 -0.020 0.097
```
Forces are in eV/Å.

Output
Lowest unoccupied orbital energy (eV): 0.9
Gap between HOMO and LUMO (eV): 9.8
Relative energy (zero: lowest compared OMol25 entry of this formula, charge and spin) (kJ/mol): 137.8
Energy (eV): -9910.8136
SMILES string: OCCNCCO

---

No. 9
DFT (the ωB97M-V functional and the def2-TZVPD basis) results for a cluster of 2 separate species, C4H11NO2 in total.

Geometry as XYZ:
```
18
Properties=species:S:1:pos:R:3:forces:R:3:lowdin_charge:R:1
C 1.41783 2.19177 0.88088 0.724 -0.178 0.955 0.005
C 1.71151 0.79667 0.44919 0.120 -0.163 -0.548 -0.613
O 2.43415 0.05869 1.05844 0.008 -0.081 -0.097 0.091
O 1.31878 0.46943 -0.80935 1.239 -0.357 -0.579 0.045
H 1.91494 2.32120 1.84476 0.129 0.115 -0.181 0.088
H 0.37907 2.36828 1.09492 -0.582 0.247 -0.593 0.079
H 1.89431 2.83005 0.13774 -0.507 0.360 0.050 0.094
H 0.42628 0.67524 -1.08694 -0.199 0.494 0.580 0.068
C -1.73018 -0.81374 -1.30502 0.421 0.587 -1.710 -0.120
C -1.16214 -1.66678 -0.18997 0.284 0.972 0.614 -0.282
N -0.21994 -0.94092 0.73294 -1.786 -0.386 -1.344 -0.001
H -2.36137 0.02781 -1.07675 -0.666 0.047 1.016 0.060
H -2.29198 -1.39600 -2.07196 0.482 0.172 0.589 0.085
H -0.94605 -0.25701 -1.84714 0.103 -0.749 -0.170 0.052
H -2.00420 -1.94611 0.43668 -0.113 -0.901 -0.220 0.095
H -0.62965 -2.50399 -0.65215 -0.356 -0.082 0.339 0.112
H -0.76424 -0.72089 1.54977 0.690 -0.299 0.609 0.074
H 0.61289 -1.49369 0.85396 0.011 0.200 0.689 0.068
```
Forces are in eV/Å.

Output
Lowest unoccupied orbital energy (eV): 0.8
Gap between HOMO and LUMO (eV): 10.0
Relative energy (zero: lowest compared OMol25 entry of this formula, charge and spin) (kJ/mol): 133.0
Energy (eV): -9910.8633
SMILES string: CC(=O)O.CCN

---

No. 10
DFT (the ωB97M-V functional and the def2-TZVPD basis) results for a cluster of 2 separate species, C4H11NO2 in total.

Geometry as XYZ:
```
18
Properties=species:S:1:pos:R:3:forces:R:3:lowdin_charge:R:1
C -1.90661 0.07956 0.27780 0.187 -1.933 -0.693 0.003
C -1.58185 -1.06779 1.19440 0.332 -0.987 0.776 -0.591
N -0.67304 -0.95264 2.20774 -0.214 0.400 -0.479 0.157
O -2.18740 -2.12342 1.08739 -0.083 0.365 -0.170 0.024
H -1.20793 0.85843 0.07955 0.195 0.590 0.714 0.030
H -2.88441 0.34036 0.61145 -0.708 0.871 -0.065 0.083
H -1.98843 -0.46880 -0.66316 -0.345 0.348 -0.159 0.092
H -0.59291 -1.73231 2.82905 0.118 -0.193 0.088 0.101
H -0.05884 -0.17673 2.29806 0.211 0.410 0.087 0.082
C 1.34011 1.36992 -0.55214 1.256 -0.089 -0.039 -0.083
C 1.66045 0.34277 -1.62313 -0.198 -0.713 -0.480 -0.285
O 0.69115 -0.74870 -1.67154 1.088 0.701 0.692 -0.089
H 1.95806 2.24442 -0.72997 -0.594 0.709 -0.731 0.073
H 1.69647 1.22935 0.46908 -0.421 -1.174 0.172 0.070
H 0.27148 1.48479 -0.59516 -0.046 0.831 0.084 0.042
H 1.65974 0.81279 -2.60478 -0.168 0.146 0.002 0.108
H 2.61483 -0.18030 -1.54565 0.402 0.606 0.252 0.110
H 1.18914 -1.31172 -1.06900 -1.010 -0.891 -0.052 0.075
```
Forces are in eV/Å.

Output
Lowest unoccupied orbital energy (eV): 0.7
Gap between HOMO and LUMO (eV): 10.4
Relative energy (zero: lowest compared OMol25 entry of this formula, charge and spin) (kJ/mol): 125.9
Energy (eV): -9910.9371
SMILES string: CC(N)=O.CCO